# C4H6O2Si

C4H6O2Si as an isolated structure in a non-equilibrium geometry (the ωB97M-V functional and the def2-TZVPD basis, the OMol25 dataset).

Atoms and positions in Å:
C1 0.5685 -0.9252 -0.3619
C2 -0.3163 -0.1720 0.3249
C3 -0.1717 1.3738 -0.7756
C4 0.8196 -0.4625 -1.7162
O1 -0.4630 2.4815 -0.4515
O2 0.2986 0.8543 -1.8357
Si1 -0.9663 -0.0352 2.0457
H1 0.8702 -1.9504 -0.1459
H2 1.9624 -0.3030 -1.8510
H3 0.1728 -1.0471 -2.4686
H4 -1.0102 1.4696 2.1449
H5 0.3304 -0.3904 2.5911
H6 -2.0950 -0.8933 2.4997

Properties
HOMO energy	-9.3	eV
E_tot	-595.88513	a.u.
frontier orbital gap	9.969	eV
M	114.2	g/mol
charge	0